Entry from the OMol25 dataset: C21H42AlB2Be2Br5Cl4F6N5O5 as an isolated structure at a distorted geometry (the ωB97M-V functional and the def2-TZVPD basis).

XYZ file:
```
93
Properties=species:S:1:pos:R:3:forces:R:3:mulliken_charge:R:1
C -1.434 5.072 -0.994 -0.8187 0.7079 0.4486 -0.520
O -1.258 4.666 -2.377 1.5794 0.5799 1.5441 -0.760
B -0.460 3.534 -2.529 -0.5361 -1.0408 -2.5061 1.523
O -0.029 3.241 -3.831 -0.1483 1.0247 1.9981 -0.887
C 0.066 2.617 -1.365 -0.0293 0.4061 1.8920 0.643
C 1.507 3.221 -1.200 0.4643 -4.5260 -0.2180 -0.027
O 1.799 4.381 -0.947 -0.6862 2.5153 -0.7249 -0.779
N 2.458 2.175 -1.362 -3.0259 2.3634 -1.2064 -0.098
C 1.731 1.044 -1.974 2.6286 -0.9762 1.4271 -0.213
N 2.461 -0.132 -1.586 -1.1087 0.3193 -0.3878 -0.271
F 2.037 1.288 -3.442 -0.9195 2.6522 2.8941 -0.496
C 0.184 1.063 -1.486 3.1084 0.6113 -2.2825 0.741
C -0.532 0.251 -2.608 -1.7306 -0.9949 1.2789 -0.576
C -1.802 -0.566 -2.129 -0.1824 2.7317 -1.5709 -1.517
C -2.869 0.247 -1.329 -0.7659 -1.1969 0.2084 0.084
C -3.776 1.162 -2.269 0.2378 -0.3914 0.5625 -0.818
C -4.168 2.533 -1.609 0.6968 0.0167 -0.5541 0.184
N -4.297 2.481 -0.131 0.3464 0.4516 -0.4821 -0.642
B 0.358 0.419 -0.012 0.9246 -1.1582 1.3911 0.983
O -0.037 -0.907 0.321 -0.6796 1.8508 -0.7847 -0.446
O 0.976 1.144 1.028 -1.4799 0.4455 -1.4710 -0.598
C 0.040 1.515 2.061 0.3169 -0.3190 1.1164 -0.695
H -2.077 4.352 -0.440 0.5435 0.4113 -0.3234 -0.004
H -0.429 5.117 -0.479 -0.7555 0.0027 0.0756 0.470
H -1.929 6.074 -0.930 0.4606 -0.8830 -0.3930 0.265
H -0.192 4.039 -4.363 0.0020 -0.4058 -0.3556 0.303
H -0.411 2.759 -0.358 0.1638 0.5899 -1.0203 -0.343
H 3.264 2.455 -1.935 0.1622 -0.1044 0.5806 0.155
H 2.013 -0.980 -1.928 0.0079 0.1625 0.0519 0.414
H 3.399 -0.134 -1.993 -0.1689 0.1149 0.2885 0.366
H -0.834 0.827 -3.515 0.3681 -0.1815 0.7682 0.389
H 0.190 -0.504 -2.973 -0.3780 0.5725 0.0540 0.128
H -1.417 -1.576 -1.545 -0.3681 0.6018 -0.2199 0.101
H -2.318 -0.933 -3.048 0.6031 0.5916 0.6298 0.866
H -2.446 0.799 -0.454 -0.0726 -0.2738 -0.6882 -0.041
H -3.576 -0.510 -0.900 0.6976 0.7119 -0.0273 0.642
H -3.219 1.279 -3.232 -0.6896 0.3374 0.6272 0.320
H -4.724 0.605 -2.481 0.9229 0.3143 0.0774 0.397
H -5.125 2.878 -2.053 0.7037 -0.1959 0.3949 0.308
H -3.377 3.280 -1.879 -0.6433 -0.3624 -0.1823 -0.321
H -3.348 2.537 0.247 -0.3736 -0.2325 0.1504 0.101
H -4.717 3.370 0.152 -0.1320 -0.4041 0.0542 0.332
H -0.967 -0.826 0.596 0.1122 -0.6723 -0.0642 0.281
H 0.648 1.685 2.984 -0.6871 -0.1942 -0.7073 0.296
H -0.682 0.679 2.239 0.4825 0.7332 0.0908 0.293
H -0.523 2.459 1.852 0.4480 -0.6553 -0.1367 0.182
Cl 1.774 -0.452 -4.387 0.1308 -3.5276 -2.9007 -0.175
C 1.731 -2.568 1.932 0.1695 -0.0576 0.3927 -0.717
C 1.487 -3.866 1.187 0.1787 0.2200 -0.1283 -0.683
N 1.034 -4.939 2.070 -0.2973 -0.0638 -0.2483 0.319
C 1.688 -5.397 3.193 -0.0625 0.1149 -0.3554 -0.949
C 0.959 -6.428 3.685 -0.0314 -0.2748 -0.1446 -0.818
N -0.113 -6.591 2.842 -0.1124 0.1017 -0.1848 0.257
C -0.060 -5.674 1.874 0.1316 -0.0411 0.2351 -0.344
C -1.144 -7.608 2.960 0.2233 -0.3475 0.0037 -0.420
H 2.500 -2.688 2.699 0.0079 -0.0628 -0.0517 0.432
H 2.064 -1.794 1.244 0.0014 -0.0690 0.0091 0.084
H 0.820 -2.226 2.424 0.0270 -0.0086 -0.0368 0.295
H 2.400 -4.204 0.692 -0.0372 -0.0091 0.0195 0.231
H 0.729 -3.713 0.417 -0.0338 -0.1416 0.0768 0.386
H 2.603 -4.936 3.522 -0.0752 -0.1644 0.0971 0.579
H 1.079 -7.081 4.541 0.1837 0.1482 0.1866 1.149
H -0.768 -5.559 1.071 0.0615 -0.0007 0.0215 0.504
H -1.148 -8.221 2.060 -0.1435 0.0392 0.0291 0.406
H -2.130 -7.106 3.081 0.8456 -0.7974 -0.0356 -0.067
H -0.948 -8.240 3.825 0.0561 0.1743 0.0372 0.304
C -4.361 4.814 -5.056 -0.2160 0.2062 0.0087 -0.369
Br -4.468 6.367 -3.917 0.0241 0.2597 -0.3849 0.105
Br -2.601 4.015 -4.975 -0.6686 -0.2149 -0.4739 0.064
Br -5.756 3.535 -4.670 0.2029 0.1630 -0.1748 -0.009
H -4.512 5.151 -6.076 0.0427 0.0559 0.1091 0.446
F 1.181 -7.724 6.216 -0.6832 0.5295 0.4886 -0.486
Al 0.186 -6.854 7.368 -0.1411 -0.2663 1.1923 0.804
F 1.182 -5.789 8.316 -0.7561 -1.0535 -0.4611 -0.429
F -0.600 -7.982 8.423 0.5583 0.8317 -1.0073 -0.442
F -1.009 -5.929 6.486 0.9013 -0.6377 0.1806 -0.427
Be -3.367 -5.843 3.098 -0.9469 0.9870 0.0746 -0.036
Br 3.309 5.588 -3.614 -0.7159 0.0630 0.2407 -0.052
C 4.624 5.407 -2.180 0.1580 0.3173 0.2834 -0.508
C 5.965 5.000 -2.725 0.1217 -0.3350 -0.0674 -0.617
Br 5.986 3.106 -3.182 -0.1348 0.0707 -0.0387 -0.104
H 4.219 4.696 -1.465 0.0535 0.0355 -0.0702 0.263
H 4.677 6.391 -1.716 0.0289 -0.0192 -0.0711 0.419
H 6.737 5.121 -1.967 -0.1131 0.0726 0.0323 0.384
H 6.251 5.547 -3.620 -0.0479 0.0003 0.0651 0.407
C 2.806 -3.292 5.980 -0.3211 0.0918 0.0697 -0.279
Cl 4.096 -4.331 5.346 0.2821 0.1375 0.0479 -0.166
Cl 1.299 -4.186 6.166 0.0698 0.7903 -0.3546 -0.013
H 3.118 -2.895 6.942 0.0111 -0.1926 -0.0117 0.362
H 2.634 -2.476 5.283 0.1338 -0.0773 -0.0235 0.200
Cl -2.409 -2.907 -1.927 0.1220 -1.2997 0.4709 -0.214
Be 0.782 5.956 -1.821 1.0295 -1.7643 0.1481 0.689
F -4.691 8.626 -5.438 0.1800 -0.6359 0.4066 -0.487
```
Positions in Å, forces in eV/Å.

Values from the calculation:
HOMO level: -9.75 eV
HOMO-LUMO gap: 0.0506 Eh
total charge: +1